The following is a quantum chemistry calculation of a 2-piece molecular cluster, CH4NO3 overall, from the OMol25 dataset.

Values from the calculation:
Spin multiplicity   1
Energy   -8736.8488 eV
Total charge   -1

```
9
Properties=species:S:1:pos:R:3:mulliken_charge:R:1
N -1.693 0.390 1.224 -0.58
C -0.409 0.069 0.628 0.63
O -0.459 -0.615 -0.418 -0.80
O 0.575 0.491 1.258 -0.71
H -1.862 1.366 1.413 0.19
H -2.460 0.079 0.646 0.22
H 1.881 0.529 -1.968 0.28
H 1.031 -0.661 -1.608 0.44
O 1.766 -0.396 -2.200 -0.69
```



The following is a quantum chemistry calculation of C4H8N4 as an isolated structure, from the OMol25 dataset.

Values from the calculation:
Spin multiplicity   1
Energy   -10225.8306 eV

```
16
Properties=species:S:1:pos:R:3:mulliken_charge:R:1
C 1.942 0.240 1.338 -0.70
C 0.899 0.356 -0.873 -0.02
C -0.471 0.903 1.072 -0.03
C -1.509 -0.890 -0.368 -0.09
H 2.446 1.574 1.732 0.25
H 1.008 -0.560 2.389 0.24
H 3.337 -0.824 0.909 0.32
H 1.972 0.129 -1.103 0.32
H -0.819 0.434 -1.526 0.38
H -0.420 1.370 2.128 0.42
H -2.773 -0.745 -0.910 0.29
H -1.078 -2.601 -0.778 0.21
N 0.776 0.935 0.390 0.04
N 0.198 0.324 -1.936 -0.62
N -1.488 0.333 0.405 -0.52
N -0.748 -1.939 -0.266 -0.50
```



The following is a quantum chemistry calculation of C23H31Br27ClO7P as an isolated structure, from the OMol25 dataset.

Values from the calculation:
Spin multiplicity   1
Energy   -1951641.7477 eV

```
90
Properties=species:S:1:pos:R:3:mulliken_charge:R:1
C 0.999 7.451 -0.440 -0.67
C -0.002 6.612 -0.264 -0.27
C -0.514 5.782 -1.376 0.68
O -0.438 6.147 -2.526 -0.52
O -1.083 4.608 -0.997 -0.39
C -0.630 3.458 -1.761 -0.34
C -0.364 2.276 -0.846 -1.12
C 1.124 2.135 -0.548 0.43
C 1.386 1.059 0.495 -1.36
C 2.840 0.872 0.952 -0.08
C 3.895 1.057 -0.151 -1.86
C 4.326 2.500 -0.334 0.27
O 5.571 2.733 0.391 -0.39
C 6.419 3.504 -0.319 0.47
O 7.497 3.859 0.046 -0.58
O 5.887 3.795 -1.535 -0.50
C 4.671 3.009 -1.748 0.79
C 3.644 4.022 -2.260 -0.36
O 3.649 4.097 -3.663 -0.34
C 3.351 5.383 -4.183 -0.78
P 5.175 1.697 -3.019 0.05
O 5.928 2.590 -4.108 -0.46
Cl 6.714 0.815 -1.934 -0.26
H 1.692 7.299 -1.256 0.19
H 1.142 8.305 0.205 0.28
H -0.456 6.490 0.713 0.41
H -1.411 3.219 -2.477 0.37
H 0.253 3.759 -2.320 0.14
H -0.745 1.365 -1.298 0.50
H -0.872 2.457 0.100 0.43
H 1.490 3.098 -0.196 0.19
H 1.640 1.870 -1.474 0.34
H 0.961 0.119 0.143 0.40
H 0.801 1.325 1.378 0.29
H 3.100 1.494 1.802 -0.08
H 2.912 -0.157 1.295 0.20
H 4.804 0.539 0.150 0.76
H 3.579 0.575 -1.075 0.57
H 3.611 3.226 0.051 0.99
H 3.914 4.980 -1.810 0.47
H 2.655 3.738 -1.908 -0.24
H 3.734 5.414 -5.198 0.28
H 2.273 5.549 -4.202 0.26
H 3.851 6.173 -3.621 0.38
H 6.238 3.436 -3.745 0.41
C 4.076 -4.244 0.670 -0.32
Br 4.899 -5.967 0.865 -0.03
Br 3.039 -4.165 -0.950 -0.03
Br 3.043 -3.778 2.225 0.05
H 4.871 -3.516 0.585 0.32
C 3.278 3.891 4.369 -0.40
Br 4.434 3.641 2.856 0.08
Br 1.537 4.506 3.853 -0.03
Br 3.184 2.292 5.438 0.00
H 3.717 4.654 4.995 0.41
C -3.382 -4.895 -1.562 0.25
Br -4.952 -4.064 -0.840 0.09
Br -2.762 -3.993 -3.141 -0.02
Br -1.981 -5.065 -0.257 0.01
H -3.658 -5.896 -1.860 -0.32
C -5.609 -8.532 -2.114 -0.39
Br -7.177 -7.701 -1.379 0.03
Br -4.986 -7.626 -3.693 -0.02
Br -4.210 -8.700 -0.804 0.01
H -5.888 -9.532 -2.413 0.38
C -7.489 -1.788 1.472 -0.39
Br -8.429 -2.998 0.309 0.08
Br -6.415 -2.727 2.758 0.03
Br -6.447 -0.517 0.472 -0.01
H -8.232 -1.230 2.025 0.33
C -11.713 -3.681 -2.369 -0.29
Br -10.386 -4.961 -1.798 -0.07
Br -11.116 -1.866 -2.189 -0.02
Br -12.298 -4.051 -4.162 -0.03
H -12.568 -3.804 -1.722 0.37
C 4.912 -1.581 5.631 -0.37
Br 3.126 -2.297 5.642 -0.05
Br 6.206 -2.994 5.772 -0.03
Br 5.263 -0.429 4.130 0.08
H 5.018 -0.962 6.510 0.35
C 0.148 -8.733 -1.375 -0.21
Br 1.403 -10.129 -0.963 -0.04
Br 0.904 -6.993 -1.071 0.07
Br -0.550 -8.911 -3.158 -0.01
H -0.687 -8.845 -0.697 0.19
C -7.695 -1.075 6.677 -0.32
Br -8.873 -2.511 6.182 -0.01
Br -5.944 -1.721 7.135 0.00
Br -7.612 0.272 5.309 -0.01
H -8.108 -0.611 7.560 0.33
```